# 1
DFT (ωB97M-V/def2-TZVPD) results for a structure of composition C39H62BN9O3PdS.

Last column: Löwdin charge in e.
Element x y z (Å)
1 Pd -0.448 -0.876 -0.628  0.2280
2 C 3.810 -0.647 -1.916  -0.0612
3 C 3.448 -0.865 -0.445  -0.3710
4 C 2.502 -2.047 -0.289  -0.0961
5 C 2.858 0.386 0.151  -0.2857
6 C 3.546 1.383 0.861  0.0082
7 C 2.593 2.320 1.193  -0.2209
8 C 2.871 3.478 2.119  -0.3577
9 C 2.257 3.234 3.496  -0.0579
10 C 2.556 4.887 1.622  -0.0753
11 N 1.408 1.901 0.667  0.0491
12 N 1.583 0.708 0.035  0.1248
13 B -0.026 2.492 0.793  -0.4762
14 N -0.747 2.621 -0.583  0.0542
15 N -1.130 1.499 -1.255  0.1039
16 C -1.915 1.878 -2.250  -0.2654
17 C -2.039 3.280 -2.250  0.0052
18 C -1.297 3.716 -1.179  -0.2216
19 C -1.026 5.171 -0.893  -0.3583
20 C -1.498 5.708 0.456  -0.0674
21 C 0.435 5.516 -1.183  -0.0574
22 C -2.538 0.912 -3.234  -0.3766
23 C -3.568 1.629 -4.103  -0.0997
24 C -3.170 -0.299 -2.560  -0.0866
25 N -0.892 1.623 1.771  0.0563
26 N -1.141 0.345 1.402  0.0911
27 C -1.999 -0.157 2.262  -0.2879
28 C -2.343 0.803 3.232  0.0157
29 C -1.628 1.931 2.876  -0.2168
30 C -1.633 3.243 3.610  -0.3683
31 C -1.114 3.069 5.041  -0.0743
32 C -3.043 3.836 3.666  -0.0720
33 C -2.465 -1.574 2.101  -0.3763
34 C -1.963 -2.452 3.247  -0.0673
35 C -3.985 -1.653 1.980  -0.0654
36 H 4.266 -1.543 -2.344  0.0781
37 H 2.911 -0.424 -2.494  0.0579
38 H 4.509 0.186 -2.029  0.0723
39 H 4.373 -1.059 0.113  0.1238
40 H 1.510 -1.740 -0.663  0.0093
41 H 2.849 -2.913 -0.860  0.0760
42 H 2.369 -2.319 0.761  0.0622
43 H 4.594 1.414 1.120  0.0989
44 H 3.960 3.444 2.234  0.1233
45 H 1.174 3.205 3.410  0.0450
46 H 2.582 2.278 3.908  0.0870
47 H 2.521 4.032 4.196  0.0771
48 H 1.492 5.115 1.663  0.0501
49 H 3.077 5.613 2.252  0.0728
50 H 2.892 5.034 0.594  0.0759
51 H 0.090 3.594 1.250  0.0896
52 H -2.580 3.907 -2.941  0.0942
53 H -1.632 5.690 -1.643  0.1230
54 H -0.823 5.453 1.270  0.0438
55 H -1.573 6.799 0.415  0.0721
56 H -2.483 5.312 0.698  0.0751
57 H 1.099 4.892 -0.589  0.0457
58 H 0.669 5.335 -2.233  0.0834
59 H 0.650 6.564 -0.952  0.0768
60 H -1.740 0.547 -3.890  0.1176
61 H -4.368 2.050 -3.487  0.0772
62 H -3.125 2.442 -4.683  0.0672
63 H -4.020 0.928 -4.808  0.0708
64 H -2.456 -0.801 -1.897  0.0202
65 H -4.034 0.000 -1.957  0.0755
66 H -3.496 -1.025 -3.310  0.0742
67 H -3.015 0.700 4.071  0.1006
68 H -0.983 3.934 3.075  0.0996
69 H -1.803 2.440 5.609  0.0729
70 H -0.137 2.585 5.068  0.0663
71 H -1.038 4.034 5.549  0.0740
72 H -3.696 3.188 4.256  0.0717
73 H -3.033 4.824 4.135  0.0724
74 H -3.483 3.927 2.676  0.0721
75 H -2.014 -1.925 1.168  0.0661
76 H -2.341 -2.095 4.210  0.0791
77 H -2.297 -3.488 3.125  0.0450
78 H -0.872 -2.441 3.292  0.0744
79 H -4.470 -1.311 2.899  0.0693
80 H -4.340 -1.028 1.160  0.0778
81 H -4.309 -2.681 1.792  0.0687
82 N -0.983 -3.020 -0.421  0.1092
83 C -0.664 -3.907 0.253  -0.2413
84 N -0.273 -4.902 1.033  -0.0958
85 C 1.134 -5.282 1.117  -0.1356
86 C 1.673 -4.984 2.520  -0.1597
87 C 0.568 -5.145 3.577  -0.1889
88 C -0.487 -6.147 3.117  -0.1799
89 C -1.224 -5.600 1.893  -0.1526
90 H 1.677 -4.738 0.348  0.1110
91 H 1.218 -6.348 0.882  0.1208
92 H 2.069 -3.969 2.551  0.0997
93 H 2.508 -5.659 2.727  0.1066
94 H 0.078 -4.182 3.744  0.0827
95 H 0.997 -5.446 4.534  0.1047
96 H -1.216 -6.348 3.904  0.1089
97 H -0.015 -7.104 2.877  0.1081
98 H -1.981 -4.878 2.205  0.0859
99 H -1.728 -6.403 1.343  0.1197
100 N 0.679 -0.552 -3.611  0.0857
101 C 1.184 -1.503 -4.466  -0.3488
102 C 1.846 -1.156 -5.650  -0.0539
103 C 2.364 -2.131 -6.487  -0.0825
104 C 2.245 -3.481 -6.185  -0.2932
105 C 1.588 -3.828 -5.011  -0.0743
106 C 1.063 -2.865 -4.161  -0.0409
107 S 2.886 -4.732 -7.293  0.3897
108 O 3.018 -5.927 -6.465  -0.3976
109 O 4.156 -4.190 -7.769  -0.3965
110 O 1.885 -4.860 -8.348  -0.3930
111 H 0.830 0.426 -3.770  0.0861
112 H 0.308 -0.826 -2.693  0.0244
113 H 1.962 -0.107 -5.903  0.0944
114 H 2.888 -1.842 -7.391  0.1053
115 H 1.502 -4.878 -4.758  0.1006
116 H 0.555 -3.153 -3.246  0.0918

Results
Gap between HOMO and LUMO   4.9 eV
E_HOMO   -1.26 eV
Energy above the lowest of the compared OMol25 structures with the same formula, charge and spin   249.8 kJ/mol
LUMO   3.689 eV
Charge   -2

=====

# 2
DFT (ωB97M-V/def2-TZVPD) results for a structure of composition C39H63N9OPPtSi4Te in a non-equilibrium geometry.

Last column: Mulliken spin population.
Element x y z (Å)
1 Pt 2.009 0.667 0.021  0.1546
2 C 2.803 -1.321 3.748  0.0556
3 C 2.564 -1.130 2.407  0.0268
4 N 2.466 0.098 1.884  0.0688
5 C 2.651 1.163 2.732  -0.0084
6 C 2.863 0.916 4.091  0.0063
7 N 2.935 -0.294 4.601  0.0267
8 C 2.594 2.463 2.103  0.1712
9 C 2.774 3.703 2.673  -0.0669
10 C 2.678 4.873 1.895  0.0680
11 C 2.377 4.727 0.532  -0.0942
12 C 2.200 3.476 -0.024  0.1552
13 N 2.331 2.378 0.771  0.1962
14 C 1.854 3.131 -1.379  0.0496
15 C 1.575 4.030 -2.414  0.0000
16 N 1.201 3.653 -3.616  0.0423
17 C 1.093 2.329 -3.833  0.0952
18 C 1.366 1.406 -2.856  0.0467
19 N 1.753 1.780 -1.628  0.1243
20 C 2.883 6.210 2.495  -0.0106
21 C 3.210 6.372 3.843  0.0261
22 C 3.401 7.645 4.356  -0.0108
23 N 3.292 8.754 3.635  0.0273
24 C 2.983 8.610 2.352  -0.0103
25 C 2.771 7.383 1.745  0.0253
26 H 2.885 -2.316 4.164  0.0051
27 H 2.442 -1.954 1.721  -0.0103
28 H 2.970 1.742 4.784  0.0006
29 H 2.992 3.754 3.728  -0.0042
30 H 2.277 5.589 -0.109  -0.0087
31 H 1.653 5.098 -2.243  0.0016
32 H 0.771 2.029 -4.822  0.0041
33 H 1.281 0.342 -3.021  -0.0404
34 H 3.324 5.529 4.508  0.0066
35 H 3.659 7.778 5.400  -0.0004
36 H 2.902 9.523 1.774  -0.0004
37 H 2.523 7.367 0.694  0.0063
38 O 1.793 -1.298 -0.853  0.0439
39 P 1.749 -2.613 -1.562  -0.0257
40 N 3.290 -3.190 -1.635  -0.0008
41 C 4.462 -2.314 -1.432  0.0017
42 C 5.636 -3.244 -1.712  0.0007
43 C 5.099 -4.117 -2.849  0.0000
44 C 3.667 -4.397 -2.398  -0.0007
45 N 0.741 -3.678 -0.787  -0.0045
46 C 0.962 -3.827 0.665  -0.0131
47 C 0.379 -5.201 1.038  -0.0031
48 C -0.290 -5.723 -0.243  0.0005
49 C 0.447 -5.003 -1.365  0.0052
50 N 1.127 -2.600 -3.101  -0.0002
51 C -0.285 -2.199 -3.262  -0.0268
52 C -0.419 -1.962 -4.761  0.0064
53 C 0.956 -1.419 -5.186  0.0028
54 C 1.955 -1.990 -4.165  -0.0003
55 H 4.464 -1.904 -0.422  0.0001
56 H 4.466 -1.478 -2.140  -0.0013
57 H 5.844 -3.861 -0.836  0.0000
58 H 6.538 -2.697 -1.977  0.0000
59 H 5.668 -5.033 -2.989  0.0000
60 H 5.104 -3.556 -3.786  0.0001
61 H 3.653 -5.274 -1.744  0.0001
62 H 2.981 -4.576 -3.228  0.0000
63 H 0.468 -3.004 1.189  0.0273
64 H 2.032 -3.800 0.904  0.0004
65 H -0.330 -5.122 1.860  -0.0006
66 H 1.177 -5.873 1.350  0.0002
67 H -1.345 -5.460 -0.255  0.0006
68 H -0.204 -6.804 -0.338  0.0003
69 H -0.148 -4.891 -2.271  0.0010
70 H 1.358 -5.553 -1.620  -0.0001
71 H -0.521 -1.290 -2.695  0.0347
72 H -0.940 -2.993 -2.900  0.0041
73 H -1.222 -1.263 -4.988  -0.0005
74 H -0.629 -2.903 -5.269  0.0005
75 H 0.964 -0.329 -5.163  0.0034
76 H 1.213 -1.726 -6.197  -0.0003
77 H 2.613 -1.205 -3.778  0.0002
78 H 2.587 -2.758 -4.615  -0.0004
79 C -4.224 -0.613 -2.466  0.0027
80 Si -4.335 -1.256 -0.691  0.0130
81 C -6.137 -1.613 -0.258  0.0047
82 C -3.337 -2.860 -0.592  -0.0613
83 Si -3.355 0.263 0.832  0.0877
84 Te -1.017 0.415 -0.073  0.6290
85 Si -4.173 2.454 0.404  0.0416
86 C -6.055 2.397 0.527  0.0073
87 C -3.666 3.031 -1.320  0.0156
88 C -3.478 3.647 1.691  -0.0003
89 Si -3.489 -0.370 3.092  -0.0134
90 C -5.291 -0.301 3.658  0.0011
91 C -2.455 0.761 4.198  -0.0035
92 C -2.861 -2.143 3.313  -0.0019
93 H -4.451 -1.408 -3.180  0.0004
94 H -3.219 -0.241 -2.683  0.0011
95 H -4.929 0.201 -2.642  0.0008
96 H -6.570 -2.331 -0.958  0.0005
97 H -6.742 -0.706 -0.295  -0.0004
98 H -6.227 -2.034 0.746  0.0005
99 H -3.728 -3.602 -1.293  0.0002
100 H -3.379 -3.291 0.412  0.0056
101 H -2.286 -2.674 -0.835  0.0689
102 H -6.480 1.742 -0.236  -0.0006
103 H -6.489 3.390 0.387  0.0016
104 H -6.380 2.029 1.502  -0.0004
105 H -4.075 2.378 -2.093  0.0025
106 H -2.580 3.035 -1.433  0.0006
107 H -4.027 4.044 -1.514  0.0003
108 H -3.855 3.418 2.689  0.0018
109 H -3.763 4.677 1.460  0.0011
110 H -2.387 3.605 1.728  0.0028
111 H -5.688 0.715 3.609  0.0002
112 H -5.381 -0.642 4.691  -0.0002
113 H -5.929 -0.939 3.042  0.0000
114 H -2.829 1.786 4.186  0.0001
115 H -1.409 0.782 3.880  0.0030
116 H -2.485 0.407 5.231  0.0002
117 H -3.514 -2.860 2.810  0.0013
118 H -2.832 -2.407 4.372  0.0002
119 H -1.852 -2.264 2.910  0.0046

Results
Gap between HOMO and LUMO (alpha / beta)   4.6 / 5.5 eV
E_HOMO (alpha / beta)   -8.11 / -9.62 eV
Energy above the lowest of the compared OMol25 structures with the same formula, charge and spin   0.0 kJ/mol
2S+1   3
LUMO (alpha / beta)   -3.541 / -4.137 eV
Charge   +1

=====

# 3
DFT (ωB97M-V/def2-TZVPD) results for a structure of composition C39H64Br22N2O3S in a non-equilibrium geometry.

Last column: Löwdin charge in e.
Element x y z (Å)
1 N -5.607 0.279 0.724  -0.0214
2 C -4.270 0.616 1.224  -0.2135
3 C -3.184 0.664 0.074  -0.0468
4 C -2.014 1.365 0.242  -0.0680
5 C -1.764 2.073 1.617  -0.1212
6 C -0.304 2.630 1.862  -0.1786
7 C 0.713 1.660 2.583  -0.2528
8 N 0.397 1.405 4.005  -0.1025
9 C 1.642 1.156 4.819  -0.1920
10 C 2.657 0.166 4.152  -0.1293
11 C 4.087 0.551 4.139  -0.1506
12 C 5.102 -0.354 3.501  -0.3041
13 C 4.652 -1.618 2.891  -0.2265
14 C 3.231 -2.006 2.904  -0.0997
15 C 2.270 -1.099 3.528  -0.2764
16 O 0.919 -1.479 3.507  -0.0224
17 C -1.052 1.380 -0.982  -0.2885
18 O -0.453 2.344 -1.397  0.0916
19 C -0.919 0.000 -1.742  0.0067
20 C -2.079 -0.708 -1.894  -0.4757
21 S -2.012 -2.329 -2.718  0.7620
22 C -3.396 -0.080 -1.302  -0.3137
23 O -4.445 -0.146 -1.884  0.1029
24 H -5.698 -0.704 0.480  0.0628
25 H -6.354 0.603 1.339  -0.0225
26 H -3.938 -0.020 2.093  0.1171
27 H -4.338 1.675 1.611  0.1197
28 H -2.516 2.887 1.800  0.1190
29 H -1.948 1.298 2.420  0.1205
30 H -0.432 3.555 2.504  0.1168
31 H 0.205 2.990 0.928  0.0450
32 H 1.718 2.179 2.556  0.0587
33 H 0.809 0.686 2.036  0.1149
34 H -0.123 2.172 4.431  0.0968
35 H 1.409 0.726 5.858  0.0718
36 H 2.143 2.150 5.022  0.1218
37 H 4.415 1.502 4.585  0.0074
38 H 6.214 -0.066 3.508  -0.0307
39 H 5.363 -2.321 2.394  0.1004
40 H 2.846 -2.941 2.436  0.1159
41 H 0.621 -1.482 4.435  0.0456
42 H 0.068 -0.366 -2.098  0.1105
43 H -1.266 -3.099 -1.841  -0.1107
44 Br 6.500 1.019 5.102  0.9639
45 C 7.935 2.077 5.903  -0.6227
46 C 7.417 2.955 7.014  -0.6955
47 Br 6.484 4.514 6.307  0.6022
48 H 8.403 2.637 5.095  0.0540
49 H 8.645 1.347 6.292  0.0576
50 H 8.241 3.359 7.602  0.0542
51 H 6.722 2.443 7.676  0.0505
52 Br 4.131 1.205 -2.680  0.5983
53 C 3.880 -0.644 -2.120  -0.6907
54 C 2.968 -0.744 -0.921  -0.6582
55 Br 3.877 -0.249 0.724  0.8636
56 H 4.871 -1.056 -1.939  0.0535
57 H 3.435 -1.141 -2.983  0.0099
58 H 2.654 -1.779 -0.768  -0.0015
59 H 2.087 -0.107 -0.994  0.0294
60 Br 1.962 -2.179 -5.868  0.5947
61 C 1.708 -4.044 -5.356  -0.6795
62 C 0.791 -4.163 -4.169  -0.6965
63 Br 1.712 -3.693 -2.517  0.6571
64 H 2.697 -4.462 -5.180  -0.0056
65 H 1.266 -4.523 -6.231  0.0465
66 H 0.471 -5.196 -4.034  0.0511
67 H -0.085 -3.522 -4.235  -0.0261
68 Br 3.763 -7.742 -5.916  0.6055
69 C 5.465 -6.809 -5.746  -0.6919
70 C 5.895 -6.712 -4.305  -0.6864
71 Br 4.894 -5.332 -3.363  0.6229
72 H 5.344 -5.839 -6.224  0.0516
73 H 6.174 -7.406 -6.319  0.0571
74 H 6.938 -6.404 -4.236  0.0578
75 H 5.757 -7.638 -3.751  0.0514
76 Br -7.536 -0.208 3.614  0.6570
77 C -9.402 -0.587 3.209  -0.6740
78 C -9.526 -1.656 2.155  -0.6892
79 Br -9.149 -0.946 0.380  0.6271
80 H -9.862 0.356 2.923  0.0568
81 H -9.833 -0.925 4.152  0.0361
82 H -10.549 -2.025 2.102  0.0581
83 H -8.849 -2.493 2.311  0.0518
84 Br 2.518 2.443 -10.752  0.5996
85 C 2.267 0.583 -10.230  -0.6969
86 C 1.357 0.467 -9.035  -0.6899
87 Br 2.285 0.935 -7.388  0.5827
88 H 3.256 0.166 -10.058  0.0515
89 H 1.820 0.103 -11.100  0.0566
90 H 1.037 -0.567 -8.896  0.0180
91 H 0.480 1.108 -9.098  0.0527
92 Br -9.014 -0.114 7.216  0.6014
93 C -7.290 0.778 7.369  -0.7228
94 C -6.825 0.830 8.801  -0.7209
95 Br -7.769 2.207 9.805  0.6094
96 H -7.402 1.761 6.917  0.0550
97 H -6.609 0.181 6.766  -0.0302
98 H -5.773 1.112 8.851  0.0522
99 H -6.970 -0.108 9.334  0.0499
100 Br -4.462 -1.601 7.181  0.6661
101 C -3.096 -2.414 6.055  -0.6770
102 C -1.727 -2.269 6.666  -0.6715
103 Br -1.030 -0.463 6.426  0.7148
104 H -3.179 -1.954 5.072  0.0514
105 H -3.376 -3.465 5.985  0.0610
106 H -1.013 -2.918 6.161  0.0594
107 H -1.709 -2.477 7.733  0.0518
108 Br 2.884 3.016 0.258  0.6764
109 C 2.424 4.890 -0.004  -0.6447
110 C 2.275 5.209 -1.469  -0.7015
111 Br 4.009 5.377 -2.340  0.5979
112 H 3.193 5.479 0.490  0.0537
113 H 1.476 5.027 0.516  0.0557
114 H 1.796 6.178 -1.603  -0.0023
115 H 1.716 4.452 -2.016  0.0450
116 Br -0.440 7.706 -2.607  0.6265
117 C -0.553 7.181 -4.480  -0.6810
118 C 0.602 6.297 -4.878  -0.6816
119 Br 2.232 7.331 -5.139  0.5991
120 H -0.611 8.098 -5.061  0.0499
121 H -1.495 6.640 -4.565  0.0577
122 H 0.408 5.826 -5.841  0.0598
123 H 0.830 5.527 -4.143  0.0385
124 Br -2.133 -5.486 -6.003  0.6322
125 C -2.568 -3.599 -6.231  -0.6951
126 C -2.722 -3.243 -7.687  -0.6772
127 Br -0.988 -3.083 -8.561  0.6162
128 H -1.786 -3.031 -5.731  0.0152
129 H -3.509 -3.459 -5.699  0.0599
130 H -3.186 -2.263 -7.792  0.0614
131 H -3.296 -3.975 -8.251  0.0519

Results
Gap between HOMO and LUMO   7.4 eV
E_HOMO   -8.07 eV
LUMO   -0.648 eV
Charge   0